Entry from the Open Molecules 2025 dataset: a cluster of 4 separate species, C4H14NO2 in total (wB97M-V/def2-TZVPD).

## Properties
- Spin multiplicity: 2
- ΔE to the lowest compared entry with this formula, charge and spin: 273.66 kJ/mol
- Strongest force on any atom: 1.61 eV/A
- Charge: 0
- Electronic energy: -365.84881 a.u.

Last columns: bonded neighbours and bond lengths (Å).
Geometry (Å):
1 C -2.12 -0.50 -2.13  C2 1.529, H6 1.084, H7 1.088, H8 1.092
2 C -0.64 -0.90 -2.06  C1 1.529, C3 1.510, H9 1.097, H10 1.084
3 C 0.16 -0.17 -1.01  C2 1.510, C4 1.341, H11 1.090
4 C -0.12 1.09 -0.64  C3 1.341, H12 1.088, H19 1.239
5 N 3.11 0.47 1.31  H13 1.001, H14 1.009, H15 0.997
6 H -2.28 0.57 -2.20  C1 1.084
7 H -2.67 -0.91 -1.29  C1 1.088
8 H -2.58 -0.94 -3.02  C1 1.092
9 H -0.25 -0.64 -3.05  C2 1.097
10 H -0.53 -1.97 -1.91  C2 1.084
11 H 0.76 -0.80 -0.36  C3 1.090
12 H -0.62 1.81 -1.29  C4 1.088
13 H 3.86 0.59 0.66  N5 1.001
14 H 3.38 0.91 2.18  N5 1.009
15 H 2.15 0.63 1.11  N5 0.997
16 H -0.27 -1.71 2.21  O18 0.966
17 H -0.13 -0.29 1.86  O18 1.014
18 O 0.39 -1.15 1.80  H16 0.966, H17 1.014
19 H -0.49 1.23 0.53  C4 1.239
20 H -1.29 1.39 2.59  O21 0.959
21 O -1.05 1.09 1.71  H20 0.959

=====

Entry from the Open Molecules 2025 dataset: a cluster of 3 separate species, C4H14NO2 in total (wB97M-V/def2-TZVPD).

## Properties
- Spin multiplicity: 1
- ΔE to the lowest compared entry with this formula, charge and spin: 52.87 kJ/mol
- Strongest force on any atom: 1.89 eV/A
- Charge: +1
- Electronic energy: -365.81058 a.u.

Last columns: bonded neighbours and bond lengths (Å).
Geometry (Å):
1 C -0.03 0.99 0.42  N2 1.514, C5 1.516, H6 1.072, H7 1.086
2 N -0.58 0.78 -0.97  C1 1.514, C3 1.535, H8 1.025, H9 1.015
3 C 0.49 0.14 -1.87  N2 1.535, C4 1.511, H10 1.084, H11 1.088
4 C 1.61 -0.19 -0.92  C3 1.511, C5 1.548, H12 1.092, H13 1.074
5 C 1.47 0.87 0.19  C1 1.516, C4 1.548, H14 1.089, H15 1.085
6 H -0.21 2.00 0.71  C1 1.072
7 H -0.38 0.23 1.11  C1 1.086
8 H -0.79 1.71 -1.33  N2 1.025
9 H -1.48 0.31 -1.09  N2 1.015
10 H 0.75 0.83 -2.67  C3 1.084
11 H -0.04 -0.67 -2.37  C3 1.088
12 H 1.57 -1.22 -0.57  C4 1.092
13 H 2.59 -0.10 -1.37  C4 1.074
14 H 1.91 1.79 -0.19  C5 1.089
15 H 2.02 0.50 1.05  C5 1.085
16 H -1.91 -1.84 0.55  O18 0.969
17 H -2.25 -2.43 -0.83  O18 0.968
18 O -1.82 -1.68 -0.40  H16 0.969, H17 0.968
19 H -1.74 -0.44 3.61  O21 0.973
20 H -0.31 -1.10 3.73  O21 0.961
21 O -0.85 -0.49 3.22  H19 0.973, H20 0.961